No. 1
52
Properties=species:S:1:pos:R:3:forces:R:3 method="wB97M-V/def2-TZVPD" homo_energy_ev=-10.944
Cl -0.453783 5.139116 0.244901 0.110 -0.146 -0.148
Cl 1.463411 4.787019 2.372829 -0.208 -0.088 0.240
Cl 0.245259 -4.197953 -3.407919 0.367 0.027 -0.269
Cl 0.845057 -2.760028 -5.878806 0.064 -0.002 0.239
Cl 1.508673 -1.618443 -3.257028 0.191 -0.110 -0.299
Cl -1.463822 4.652068 2.867552 0.491 -0.043 0.226
O -4.225048 0.380373 -0.050066 -0.750 -0.535 0.115
O 5.334931 -0.868972 -2.207265 -0.332 -0.385 -0.486
O -2.596914 1.750462 0.646155 0.516 0.859 0.020
O -2.748985 1.350992 -1.436996 0.561 0.458 -0.309
O 5.717891 0.482093 -0.472090 0.431 0.474 0.715
O 3.926668 -0.886687 -0.603884 -0.287 -0.411 0.271
N 0.392733 0.967440 0.900890 -0.050 -0.268 -0.115
N -1.607644 -0.188114 4.467822 0.091 -0.115 -0.038
N -3.434888 -2.816248 -1.451632 0.030 -0.019 -0.159
C -3.293935 1.102198 -0.261527 0.225 -0.058 0.096
C 0.551127 1.257567 4.244672 0.285 -0.183 0.073
C 1.384396 -3.104109 -4.225374 -0.564 0.294 0.155
C -4.070739 -2.686320 -0.506039 0.042 -0.196 0.843
C 5.057193 -0.344913 -1.021512 0.131 0.029 -0.862
C -0.116931 4.294208 1.759754 -0.263 0.286 -0.368
C -4.829322 -2.502913 0.742903 -0.186 -0.021 -0.545
C -0.589365 -1.113216 -0.321696 -0.141 -0.066 -0.197
C -3.026387 1.686726 1.993076 -0.388 -0.722 0.508
C -0.639154 0.419275 4.362009 -0.117 0.389 -0.163
C -3.162921 0.554788 -2.523164 -0.448 -1.178 -0.710
C 3.643743 -0.679727 0.763502 -0.588 0.392 1.290
C -0.039148 0.049008 0.360426 0.056 0.290 0.081
C 6.565085 -0.483353 -2.805995 0.306 0.419 0.428
H 6.608548 0.586766 -3.017790 -0.283 -0.059 -0.116
H 7.381041 -0.672147 -2.105167 0.045 -0.254 -0.229
H 3.074805 0.232865 0.951356 0.086 0.118 -0.383
H -2.555481 0.807979 -3.387217 0.005 0.354 0.116
H 6.628727 -1.069550 -3.714201 0.192 -0.008 -0.017
H 1.391461 0.699613 4.658369 0.059 0.166 0.090
H -3.012931 -0.513501 -2.336211 0.084 0.155 0.250
H -3.990648 2.175596 2.135678 0.044 0.042 -0.107
H 2.369361 -3.541348 -4.301475 -0.026 -0.166 0.186
H 0.795893 1.495937 3.210755 -0.233 -0.173 -0.083
H -0.084015 3.227151 1.562675 -0.071 0.021 0.015
H -5.008151 -3.425414 1.290182 0.185 -0.214 -0.272
H -2.269736 2.166085 2.598694 0.050 0.114 -0.126
H 3.019066 -1.494129 1.127070 0.087 -0.203 -0.328
H 4.533459 -0.623627 1.389538 0.181 -0.111 -0.289
H -4.309904 -1.814243 1.402270 -0.051 0.195 -0.126
H -5.794183 -2.099748 0.438886 -0.009 0.223 0.301
H 0.040067 -1.981188 -0.135320 -0.061 -0.048 0.024
H 0.421306 2.193684 4.784198 -0.052 -0.072 0.137
H -0.642373 -0.955268 -1.397565 0.178 0.127 0.003
H -3.098926 0.647485 2.319321 -0.088 0.060 -0.044
H -4.223022 0.651774 -2.763637 0.046 0.366 0.129
H -1.611526 -1.317094 -0.005904 0.061 0.000 0.237

***

No. 2
92
Properties=species:S:1:pos:R:3:forces:R:3 method="wB97M-V/def2-TZVPD" homo_energy_ev=-5.870 relative_energy_ev=0.000
Y 0.891552 0.724470 -0.061655 -0.413 0.464 0.175
Cl -3.626517 5.492394 2.290812 -0.509 0.559 0.371
Cl -5.531710 3.339556 1.036123 -0.371 0.180 0.108
Cl -0.511990 5.171934 2.083871 0.078 0.402 0.138
Cl -4.342227 0.845045 -0.387667 -0.148 0.070 -0.067
O 0.262880 2.847242 0.525114 0.079 -0.624 -0.047
O -1.358331 0.855186 -0.405187 0.509 0.069 0.096
O -0.647760 0.625963 -5.389376 -0.083 -0.185 -0.060
O 1.047226 -1.420502 0.591396 -0.032 -0.402 -0.277
O 1.239953 1.903861 -1.973242 0.177 -0.760 -0.271
N 2.558402 1.328007 1.683277 0.510 -0.042 0.513
N 0.029099 0.786820 2.458618 0.642 0.144 0.416
N -2.571224 -1.754530 1.446094 -0.948 -3.040 -0.696
N -2.955708 -4.217104 0.486318 0.213 0.463 0.561
N 0.234750 0.159289 -3.123916 0.469 -0.199 0.119
N 0.590653 -0.633134 -2.058150 0.194 -1.228 -0.146
N 3.384342 0.229849 -0.708514 0.309 0.613 0.512
C -1.279873 2.286841 4.373640 -0.681 0.702 0.593
C -2.433704 -3.316442 -0.611688 -0.158 0.387 -0.299
C 6.064916 -0.312875 -1.153212 0.359 -0.436 -0.209
C -1.966223 1.337010 3.652287 -0.061 -0.438 0.101
C -1.258409 0.597795 2.708604 -0.382 -0.137 -0.083
C 0.206212 3.762021 -3.700149 0.247 0.662 0.034
C 0.078390 2.402118 -3.941072 0.062 -0.792 -0.958
C -1.594423 4.067117 1.344604 0.026 -1.499 -0.997
C 0.711004 1.690038 3.194051 -1.084 0.379 -0.199
C -1.019693 2.987892 0.640624 -0.999 -0.268 -0.062
C 0.599673 -1.919988 -2.260996 -0.021 1.393 -0.505
C -0.495118 1.926903 -5.151079 -0.119 0.989 -0.129
C 4.279888 2.892408 3.191293 -0.054 0.317 -0.007
C 1.057227 -4.280087 -1.757452 0.092 1.034 0.332
C 0.991778 -2.931272 -1.306603 -0.339 -0.266 0.881
C 5.091130 -0.717184 -2.068172 0.509 0.083 -0.049
C -3.302816 2.082940 0.241243 1.482 -0.078 -0.188
C -4.253566 -3.636406 0.993807 -0.723 0.213 0.251
C 2.970042 2.703338 3.595268 -0.318 -0.483 0.306
C -1.693776 -2.767870 2.155815 -0.474 0.491 -0.212
C 1.188668 -2.609408 0.101780 0.012 -0.109 -0.635
C -3.982429 -2.246770 1.666722 0.044 0.580 0.114
C 4.313854 0.650043 0.167740 0.552 -0.295 -0.680
C 0.600900 1.432108 -2.968501 -0.643 0.656 1.012
C -2.322051 -1.865078 -0.042741 -0.418 0.283 0.216
C 3.774438 -0.388920 -1.821950 -0.593 -0.094 -0.098
C -1.961730 -4.230370 1.642864 -0.059 0.196 0.733
C -0.754448 4.227939 -5.857966 0.008 0.262 -0.262
C 2.125658 1.884069 2.833786 0.792 0.687 -0.574
C -0.903070 2.876050 -6.115313 -0.192 -0.437 -0.251
C -3.822299 3.194870 0.888877 -0.002 0.571 0.482
C 5.686857 0.375375 -0.017594 -0.467 0.380 0.362
C 1.413695 -5.270877 -0.867296 -0.078 -0.739 0.098
C 0.064575 2.501931 4.134298 0.938 -0.090 0.043
C -2.983787 4.155762 1.446752 -0.077 -0.250 -0.135
C 1.512375 -3.683740 0.969651 -0.062 0.024 0.087
C 3.849028 1.445936 1.327348 0.088 0.451 0.930
C -0.204380 4.678138 -4.662180 0.131 0.650 0.577
C 1.624051 -4.969241 0.490473 0.069 -0.126 -0.155
C 4.740342 2.265204 2.048399 0.004 -0.548 -0.475
C -1.912357 1.927399 0.098816 0.147 0.923 0.666
H 7.127447 -0.550064 -1.318701 -0.627 0.111 0.041
H 6.433950 0.702047 0.722137 -0.496 -0.249 -0.502
H -2.395275 -4.836892 2.469449 0.161 0.228 -0.783
H -1.019671 -4.669797 1.312801 -0.198 -0.131 -0.232
H 0.664031 4.100121 -2.755799 -0.329 -0.309 -0.565
H -4.951210 -3.522093 0.146084 0.501 -0.178 0.209
H -0.360839 0.149943 -4.525301 -0.184 0.092 -0.546
H 1.661467 -3.460326 2.034042 -0.015 -0.032 -0.477
H -1.351500 2.541940 -7.069106 0.348 0.074 0.713
H -3.084911 -1.241843 -0.546226 0.630 -0.236 0.427
H 2.589526 3.135525 4.523646 0.299 -0.076 -0.418
H 0.821186 -4.492373 -2.813322 0.271 0.057 0.576
H -0.638528 -2.494524 2.000829 -0.424 -0.025 -0.076
H -4.709850 -1.500352 1.275786 0.679 -0.436 0.072
H -4.731873 -4.317568 1.730453 0.574 0.156 -0.573
H -1.810812 2.906691 5.113016 0.316 -0.287 -0.437
H 0.605204 3.311310 4.655371 -0.471 -0.635 -0.351
H -1.766596 -0.185260 2.132577 0.319 0.744 0.189
H 5.778587 2.388218 1.715368 -0.614 0.002 0.184
H -3.096967 -5.172022 0.129972 0.092 0.481 0.227
H -1.901899 -2.729485 3.253230 0.075 0.103 -0.882
H -1.471355 -3.692214 -0.993822 -0.325 -0.084 0.450
H 5.355451 -1.266801 -2.966499 -0.022 0.156 0.119
H 1.880631 -5.763931 1.188834 0.003 0.042 -0.189
H 1.528235 -6.302432 -1.201764 -0.091 0.254 0.049
H -1.349191 -1.433173 -0.285394 -0.236 -0.158 0.185
H -4.202445 -2.331592 2.753396 0.460 0.103 -0.600
H 0.349739 -2.259731 -3.273359 -0.005 0.001 0.118
H -0.099229 5.761814 -4.466307 -0.089 -0.779 -0.169
H 2.968511 -0.603628 -2.538637 0.516 -0.056 0.385
H -3.166959 -3.328677 -1.445347 0.362 -0.192 0.563
H -1.055444 4.971448 -6.608454 0.059 -0.434 0.286
H 4.936873 3.555017 3.750864 -0.117 -0.180 -0.050
H -3.030222 1.141639 3.801491 0.340 0.161 -0.040

***

No. 3
51
Properties=species:S:1:pos:R:3:forces:R:3 method="wB97M-V/def2-TZVPD" homo_energy_ev="-4.442 / -4.808" relative_energy_ev=0.113 multiplicity=3 charge=-1
Pt -1.250010 -0.901721 -0.526148 0.112 0.430 -0.623
Se 0.600351 -1.533458 0.862904 -0.420 -0.053 -0.075
Se -3.142603 -2.077753 0.474092 0.334 -0.084 -0.039
S 3.237012 2.625790 -1.387538 -0.012 0.184 -0.478
O -1.515797 -0.258038 -2.544936 0.451 -0.274 0.759
O 4.156129 3.592974 -1.930621 -0.158 0.030 -0.019
O -1.591772 -6.610107 0.604476 0.014 -0.084 0.092
O -1.992384 0.897217 2.347235 0.041 0.355 0.198
O 3.778068 1.375908 -0.932525 -0.174 -0.048 0.204
O -1.351396 -5.070193 -1.637150 -0.153 -0.093 0.067
O -2.239508 1.164956 -4.069227 0.037 -0.008 0.022
N 2.058461 2.433836 -2.535379 0.305 -0.216 0.305
C -0.926371 -4.192004 0.653136 -0.145 -0.246 -0.139
C -0.239197 4.861194 3.019537 -0.017 -0.059 -0.054
C 0.038863 -3.338629 1.483492 0.227 0.189 -0.200
C 1.335017 4.317811 -0.384275 -0.013 0.063 0.056
C 2.279009 3.345803 -0.083065 0.062 -0.213 -0.137
C 2.450262 2.889555 1.210389 0.016 -0.090 -0.074
C -0.072473 1.637245 -3.321449 -0.368 -0.405 0.205
C 0.539418 4.814808 0.631282 0.049 0.004 -0.017
C -1.379201 0.789521 -3.285841 -0.039 0.350 -0.276
C 1.640836 3.392701 2.217320 0.010 0.026 -0.006
C -0.587873 -4.152632 -0.848425 0.110 0.131 0.243
C -2.383979 -3.848702 0.965153 -0.201 0.197 -0.117
C -0.706037 -5.651437 1.145900 0.060 0.114 0.047
C 1.027407 1.401866 -2.307927 -0.100 -0.013 0.243
C 0.671128 4.348382 1.940230 0.038 0.016 0.011
H -0.169246 5.947028 3.106155 -0.015 -0.010 0.022
H -0.841072 -5.691284 2.230546 0.047 0.036 -0.010
H 1.225767 4.649610 -1.407782 -0.062 0.028 0.022
H 2.489944 2.386919 -3.452324 0.052 0.082 0.031
H 0.651854 1.553720 -1.290745 -0.021 -0.098 -0.055
H 0.331564 1.484327 -4.326103 -0.057 0.081 -0.043
H 0.460623 -4.432948 -0.975646 -0.022 -0.015 -0.036
H -0.390118 -3.178133 2.472641 0.006 -0.040 -0.004
H 1.748455 3.013403 3.225564 -0.007 0.017 0.020
H -1.229312 0.592504 1.837980 -0.115 -0.158 0.016
H -1.551559 -6.499051 -0.355786 -0.051 0.067 -0.053
H -1.273156 4.604318 2.785567 -0.023 0.017 0.034
H 0.336019 -5.924572 0.923773 -0.016 0.016 0.043
H -2.242602 -4.707908 -1.714411 0.060 0.054 -0.070
H -2.529815 -3.916041 2.043780 0.024 -0.067 -0.002
H -0.716742 -3.145688 -1.240125 0.064 -0.010 -0.034
H -0.210487 5.564664 0.408493 -0.012 -0.013 -0.016
H -3.037212 -4.591793 0.511143 -0.011 -0.003 0.002
H 1.427971 0.386256 -2.363708 0.047 0.057 0.026
H -2.703922 0.304075 2.083866 0.100 -0.173 -0.096
H 3.194214 2.130187 1.404462 -0.038 -0.085 0.049
H -0.395137 2.676940 -3.253234 -0.001 -0.018 -0.100
H 0.983239 -3.874215 1.605230 -0.006 -0.004 0.024
H 0.007372 4.412790 3.980027 -0.011 0.036 0.033

***

No. 4
23
Properties=species:S:1:pos:R:3:forces:R:3 method="wB97M-V/def2-TZVPD" homo_energy_ev=-9.028 relative_energy_ev=0.584
C 1.456950 -2.291932 0.378522 0.831 -0.330 0.320
C -0.232577 3.213819 0.725595 -1.021 -0.557 1.331
C -1.254329 0.701298 0.003200 1.152 -0.307 -1.518
C -1.369093 2.678964 1.347957 0.451 0.714 -0.515
C 0.393494 2.472703 -0.248889 0.529 -0.564 -0.454
C 2.071947 -2.626983 -0.976328 -0.473 -0.297 -0.557
C -1.925174 1.486806 0.924003 -0.251 -0.256 0.402
C -0.072493 1.193626 -0.586625 -0.165 1.410 1.079
C -1.648206 -0.657387 -0.487507 -0.829 -1.226 0.005
H 0.582848 0.635462 -1.237527 -0.416 -0.427 -0.254
H 0.833387 -3.127101 0.703834 -0.354 0.302 -0.108
H -2.331398 -1.228568 0.141106 -0.122 0.349 0.436
H 0.095653 4.111405 1.229698 0.603 0.274 -0.750
H 2.119980 -3.703020 -1.128288 0.424 -0.131 0.174
H 2.196525 -2.192711 1.179142 0.105 0.072 -0.202
H 0.907423 -1.362514 0.332644 -0.169 0.085 0.224
H 1.304589 2.804596 -0.735897 -0.045 0.178 0.133
H -2.858571 1.143209 1.356644 0.088 -0.111 0.036
H 3.024830 -2.178891 -1.252428 0.120 0.044 0.479
H -1.765157 3.289651 2.150613 -0.446 -0.328 -0.009
H -0.794096 -1.323259 -0.584704 0.213 0.218 -0.001
H 1.394677 -2.321982 -1.766317 -0.297 0.244 -0.213
H -2.131209 -0.717192 -1.468446 0.073 0.646 -0.039

***

No. 5
15
Properties=species:S:1:pos:R:3:forces:R:3 method="wB97M-V/def2-TZVPD" homo_energy_ev=-10.689 relative_energy_ev=0.732
O -1.777005 2.428375 2.289753 -0.092 0.002 0.041
O 0.996167 -0.931193 -1.942822 0.057 0.048 0.103
O 2.623121 -1.456881 0.492588 -0.049 0.048 0.155
O -0.079425 1.450366 0.195266 0.013 0.162 -0.044
O -1.404813 -1.161854 -0.292858 -0.047 -0.002 -0.112
H 0.285912 -1.234824 -1.363339 -0.213 -0.057 -0.020
H -1.618708 -1.710644 0.467737 0.110 0.017 0.126
H -0.408914 0.605193 -0.128993 -0.007 -0.160 0.097
H 2.225247 -0.922862 -0.203397 0.084 -0.060 -0.132
H -1.648532 3.362849 2.466885 -0.012 0.036 0.022
H 0.684083 -1.111054 -2.832984 0.056 0.022 -0.066
H 0.763276 1.587191 -0.244711 0.025 0.009 -0.017
H 2.742760 -2.317617 0.083606 0.034 -0.025 -0.053
H -1.135239 2.213959 1.597979 0.095 -0.060 -0.051
H -2.247930 -0.801005 -0.584711 -0.052 0.019 -0.049